No. 1
{
  "formula": "C38H53BF2N4O3SSbSi3Sn",
  "method": "ωB97M-V with the def2-TZVPD basis set",
  "symbols": ["Sn", "C", "O", "C", "C", "C", "C", "C", "C", "O", "C", "O", "C", "H", "H", "H", "H", "H", "H", "H", "H", "H", "C", "Sb", "C", "C", "C", "C", "C", "C", "N", "Si", "C", "C", "C", "C", "C", "C", "C", "C", "C", "N", "Si", "C", "C", "C", "Si", "C", "C", "C", "H", "H", "H", "H", "H", "H", "H", "H", "H", "H", "H", "H", "H", "H", "H", "H", "H", "H", "H", "H", "H", "H", "H", "H", "H", "H", "H", "H", "H", "H", "H", "H", "H", "H", "H", "H", "H", "H", "F", "B", "F", "N", "C", "N", "C", "C", "C", "C", "C", "C", "S", "H", "H", "H", "H", "H", "H"],
  "positions_angstrom": [[-1.409, -1.120, 0.555], [5.540, -1.310, 4.284], [4.672, -1.184, 3.161], [3.352, -1.119, 3.377], [2.768, -1.144, 4.658], [1.405, -1.096, 4.748], [0.561, -1.016, 3.619], [-0.861, -0.998, 3.776], [-1.547, -0.801, 5.098], [-1.636, -1.144, 2.802], [1.169, -0.952, 2.323], [0.518, -0.790, 1.185], [2.560, -1.019, 2.246], [6.541, -1.401, 3.875], [5.303, -2.203, 4.864], [5.485, -0.427, 4.922], [3.370, -1.210, 5.550], [0.970, -1.159, 5.733], [-0.892, -0.737, 5.957], [-2.265, -1.609, 5.242], [-2.120, 0.125, 5.025], [3.046, -0.987, 1.281], [1.898, -0.588, -1.734], [0.251, 0.680, -2.283], [-1.322, -0.677, -1.634], [-2.658, -0.031, -1.960], [-3.421, 0.815, -1.161], [-4.628, 1.316, -1.633], [-5.037, 0.999, -2.911], [-4.209, 0.177, -3.661], [-3.076, -0.333, -3.199], [-1.346, -2.349, -2.632], [-3.024, -3.145, -2.342], [-0.833, -2.113, -4.409], [-0.182, -3.657, -1.949], [0.534, 2.675, -1.221], [-0.181, 2.956, 0.086], [-0.208, 4.320, 0.445], [-0.744, 4.759, 1.628], [-1.247, 3.815, 2.503], [-1.180, 2.501, 2.113], [-0.683, 2.049, 0.942], [2.385, 3.025, -0.788], [3.592, 2.137, -1.922], [2.652, 2.599, 1.010], [2.833, 4.838, -0.983], [-0.132, 3.794, -2.668], [-1.904, 3.318, -3.031], [-0.199, 5.648, -2.363], [1.023, 3.534, -4.122], [1.503, -1.600, -1.706], [2.286, -0.326, -0.757], [2.674, -0.529, -2.492], [-3.065, 1.124, -0.206], [-5.223, 1.970, -1.007], [-5.956, 1.385, -3.327], [-4.475, -0.101, -4.674], [-3.828, -2.722, -2.939], [-3.310, -3.055, -1.289], [-2.957, -4.212, -2.567], [-1.498, -1.440, -4.945], [-0.830, -3.083, -4.913], [0.182, -1.712, -4.466], [-0.656, -4.211, -1.138], [0.784, -3.313, -1.589], [0.017, -4.371, -2.751], [0.225, 5.034, -0.233], [-0.760, 5.814, 1.870], [-1.682, 4.084, 3.456], [-1.559, 1.754, 2.784], [3.166, 1.306, -2.475], [4.437, 1.752, -1.348], [3.986, 2.843, -2.654], [2.333, 1.582, 1.235], [2.092, 3.273, 1.661], [3.710, 2.685, 1.268], [2.680, 5.199, -2.000], [3.900, 4.940, -0.763], [2.301, 5.500, -0.299], [-2.463, 3.236, -2.098], [-1.997, 2.372, -3.566], [-2.385, 4.091, -3.634], [-1.019, 5.931, -1.702], [-0.388, 6.120, -3.331], [0.721, 6.074, -1.971], [1.130, 2.486, -4.399], [2.018, 3.923, -3.890], [0.660, 4.073, -4.999], [-4.536, -1.797, 0.297], [-3.743, -0.868, 0.812], [-4.349, 0.144, 1.418], [-3.319, -3.793, 1.948], [-2.080, -4.190, 1.638], [-1.118, -3.402, 1.213], [0.096, -4.131, 1.114], [1.352, -3.634, 0.786], [2.430, -4.499, 0.740], [2.285, -5.855, 1.025], [1.047, -6.365, 1.363], [-0.029, -5.491, 1.406], [-1.668, -5.863, 1.848], [-3.530, -2.814, 1.981], [-4.023, -4.452, 2.224], [1.482, -2.590, 0.573], [3.405, -4.114, 0.474], [3.141, -6.513, 0.988], [0.921, -7.412, 1.604]],
  "forces_ev_per_a": [[0.1336, -0.2507, 0.1326], [0.0338, 0.0014, 0.0360], [-0.0448, -0.0151, -0.0314], [0.0077, 0.0284, 0.1139], [0.0578, -0.0385, -0.0725], [-0.0146, -0.0382, -0.0186], [0.0045, 0.0948, -0.1241], [0.0631, -0.1263, 0.0632], [0.0089, -0.0394, -0.0059], [-0.2707, 0.4092, 0.1168], [0.0175, 0.1529, 0.2947], [-0.4290, -0.0832, -0.2797], [-0.0780, 0.0945, -0.0746], [-0.0074, 0.0141, -0.0048], [0.0023, -0.0103, -0.0123], [-0.0042, 0.0023, -0.0063], [-0.0137, -0.0191, 0.0120], [-0.0229, 0.0521, -0.0093], [-0.0013, 0.0091, 0.0027], [0.0038, -0.0027, -0.0065], [-0.0011, -0.0055, 0.0034], [-0.0234, 0.0372, -0.0457], [-0.2150, -0.0710, 0.3150], [0.4133, 0.2547, -0.7803], [-0.4152, -0.1763, 1.4594], [0.2681, -0.1203, -0.4530], [0.1350, -0.0745, -0.3187], [-0.0466, 0.0743, 0.0073], [-0.0524, 0.0770, 0.0399], [0.0895, -0.1261, 0.0054], [-0.1282, 0.1057, -0.0521], [0.0194, 0.0524, -0.1516], [0.0061, -0.0006, -0.0815], [-0.0501, -0.0097, -0.0519], [0.0633, 0.0620, 0.0508], [-0.5136, -0.6582, 0.3588], [-0.0527, 0.5900, 0.1618], [0.0032, 0.0813, -0.0841], [0.0358, 0.1444, -0.0044], [-0.0572, -0.0050, 0.1400], [0.0990, -0.3220, -0.4251], [-0.1677, -0.0765, -0.3887], [-0.0355, 0.0539, -0.2605], [-0.0194, 0.0356, -0.0561], [0.0649, -0.1625, 0.0092], [-0.0361, 0.0462, 0.0777], [0.2292, -0.1056, 0.0699], [0.0044, -0.0864, -0.0811], [-0.0315, 0.0505, -0.0395], [-0.0032, 0.0352, -0.0087], [0.0720, 0.0474, 0.0309], [0.1515, -0.0067, 0.0802], [-0.0454, -0.0618, 0.0176], [0.3258, 0.4231, 0.4411], [0.0182, -0.0241, 0.0190], [-0.0115, -0.0158, 0.0115], [-0.0023, 0.0224, -0.0242], [-0.0087, -0.0052, 0.0098], [0.0060, -0.0645, -0.0436], [0.0417, -0.0238, 0.0097], [0.0387, 0.0102, 0.0100], [0.0286, -0.0205, -0.0038], [0.0279, -0.0226, -0.0276], [0.0198, -0.0186, -0.1587], [-0.0356, -0.1014, -0.0871], [-0.0537, 0.0027, -0.0570], [-0.0431, -0.0173, 0.1251], [0.0173, 0.0086, -0.0119], [0.0132, -0.0275, 0.0171], [-0.1671, -0.4527, 0.1547], [0.0740, 0.1021, -0.0431], [0.0075, -0.0152, 0.0063], [0.0245, 0.0308, 0.0079], [-0.0373, -0.1122, 0.0565], [0.0052, -0.0040, 0.0069], [0.0195, 0.0113, -0.0272], [0.0521, 0.0038, -0.0353], [0.0176, -0.0444, 0.0123], [0.0483, 0.0162, 0.0009], [-0.0494, 0.0346, 0.0502], [-0.0294, -0.0303, -0.0084], [0.0309, 0.0198, -0.0175], [-0.0330, -0.0032, -0.0401], [-0.0116, -0.0226, -0.0453], [0.0075, 0.0656, -0.0261], [0.0029, 0.0335, -0.0449], [0.0195, 0.0241, -0.0156], [-0.0296, 0.0361, 0.0022], [-0.1815, -0.0418, 0.0312], [0.3088, 0.5127, -0.2165], [0.0918, -0.2237, 0.3544], [0.1349, -0.0130, -0.0376], [-0.1032, -0.0444, 0.0855], [0.3015, 0.2092, -0.3650], [0.0329, -0.0434, 0.2555], [-0.0280, -0.1384, 0.0682], [-0.0092, -0.0193, 0.0009], [0.0273, -0.0339, -0.0238], [-0.0538, -0.0117, 0.0211], [0.0404, 0.1354, -0.0041], [-0.0301, 0.0041, 0.0167], [-0.0712, -0.0981, 0.1030], [-0.0171, 0.0133, -0.0009], [0.0107, 0.0373, -0.1799], [0.0007, 0.0311, 0.0242], [0.0118, 0.0061, -0.0082], [-0.0079, -0.0152, -0.0184]],
  "lowdin_charge": [1.397, -0.053, -0.049, -0.253, 0.001, 0.002, -0.080, -0.339, 0.028, -0.130, -0.305, -0.230, 0.050, 0.098, 0.099, 0.101, 0.109, 0.110, 0.071, 0.102, 0.102, 0.129, -0.304, 1.482, -0.594, -0.482, -0.119, -0.038, -0.037, -0.104, 0.068, 0.440, -0.147, -0.181, -0.164, -0.510, -0.400, -0.081, -0.040, -0.060, -0.130, 0.109, 0.473, -0.169, -0.144, -0.174, 0.420, -0.178, -0.176, -0.190, -0.028, -0.009, 0.007, 0.069, 0.127, 0.111, 0.120, 0.034, 0.015, 0.045, 0.024, 0.038, 0.022, 0.023, 0.005, 0.054, 0.052, 0.119, 0.108, 0.092, -0.023, 0.045, 0.038, 0.015, 0.040, 0.045, 0.022, 0.046, 0.033, 0.029, 0.013, 0.045, 0.041, 0.047, 0.016, -0.008, 0.024, 0.041, 0.188, -0.691, 0.196, 0.143, -0.663, 0.027, -0.302, -0.049, -0.047, -0.067, -0.075, -0.462, 1.145, 0.056, 0.119, 0.073, 0.115, 0.111, 0.115],
  "e_homo_ha": -0.358,
  "total_energy_ha": -3870.360043,
  "total_charge": 1
}



No. 2
{
  "formula": "C38H53BaN4OP2",
  "method": "ωB97M-V with the def2-TZVPD basis set",
  "symbols": ["C", "C", "C", "C", "C", "H", "H", "H", "N", "P", "P", "C", "H", "H", "C", "O", "C", "H", "C", "C", "C", "C", "C", "H", "H", "H", "C", "H", "H", "H", "C", "H", "H", "H", "C", "H", "H", "H", "C", "H", "H", "H", "C", "H", "H", "H", "C", "H", "H", "H", "C", "H", "H", "H", "C", "H", "H", "H", "C", "H", "H", "H", "C", "H", "H", "H", "C", "H", "H", "H", "Ba", "N", "C", "C", "C", "C", "C", "H", "C", "H", "C", "H", "H", "H", "N", "C", "N", "C", "C", "C", "C", "C", "C", "H", "H", "H", "H", "H", "H"],
  "positions_angstrom": [[0.781, 2.183, 1.606], [1.067, 1.969, -0.684], [1.263, 3.491, 1.573], [1.616, 3.251, -0.784], [1.726, 4.025, 0.373], [1.326, 4.026, 2.517], [1.975, 3.601, -1.757], [2.182, 5.012, 0.323], [0.560, 1.486, 0.473], [0.722, -0.324, 2.801], [-0.531, 0.349, -2.442], [0.594, 1.496, 2.966], [1.337, 1.888, 3.687], [-0.392, 1.769, 3.379], [-0.893, -4.683, -0.027], [-1.083, -5.796, 0.159], [1.151, 1.039, -1.885], [1.541, 1.616, -2.733], [-0.088, -0.815, -3.870], [-1.722, 1.733, -2.969], [2.566, -0.647, 3.101], [-0.445, -0.980, 4.146], [0.069, -2.240, -3.290], [-0.825, -2.570, -2.729], [0.205, -2.951, -4.122], [0.945, -2.329, -2.629], [-1.220, -0.833, -4.911], [-2.185, -1.092, -4.459], [-1.309, 0.133, -5.428], [-0.990, -1.597, -5.672], [1.208, -0.373, -4.566], [1.405, -1.045, -5.418], [1.141, 0.652, -4.962], [2.079, -0.434, -3.902], [-3.122, 1.074, -3.084], [-3.289, 0.317, -2.300], [-3.907, 1.838, -2.950], [-3.278, 0.598, -4.061], [-1.766, 2.780, -1.844], [-2.004, 2.336, -0.866], [-0.816, 3.326, -1.762], [-2.558, 3.510, -2.078], [-1.263, 2.398, -4.282], [-0.250, 2.128, -4.612], [-1.968, 2.186, -5.097], [-1.259, 3.491, -4.157], [-0.391, -2.527, 4.124], [-1.238, -2.928, 4.711], [-0.476, -2.955, 3.104], [0.539, -2.911, 4.571], [-1.872, -0.495, 3.804], [-1.943, 0.602, 3.808], [-2.246, -0.849, 2.830], [-2.559, -0.872, 4.579], [-0.069, -0.425, 5.524], [-0.917, -0.584, 6.212], [0.791, -0.944, 5.961], [0.126, 0.658, 5.505], [3.394, 0.106, 2.028], [4.324, 0.482, 2.484], [3.646, -0.545, 1.181], [2.876, 0.972, 1.604], [2.810, -2.163, 2.952], [2.473, -2.530, 1.968], [3.893, -2.350, 3.028], [2.310, -2.754, 3.731], [2.966, -0.156, 4.492], [2.761, 0.910, 4.632], [2.482, -0.718, 5.294], [4.047, -0.302, 4.614], [-0.635, -1.335, 0.167], [1.696, -1.164, -0.795], [2.120, -0.178, -1.454], [3.580, -0.077, -1.893], [4.332, -1.258, -1.830], [4.165, 1.099, -2.387], [5.627, -1.300, -2.362], [3.866, -2.146, -1.389], [5.472, 1.067, -2.888], [3.585, 2.021, -2.380], [6.196, -0.133, -2.896], [6.178, -2.246, -2.359], [5.915, 1.984, -3.280], [7.197, -0.171, -3.329], [-4.975, 1.331, 1.261], [-3.647, 1.377, 1.006], [-3.192, 0.166, 0.654], [-4.291, -0.698, 0.658], [-4.326, -2.096, 0.513], [-5.518, -2.748, 0.867], [-6.642, -2.021, 1.305], [-6.622, -0.612, 1.393], [-5.430, 0.021, 1.050], [-5.551, 2.125, 1.527], [-3.072, 2.293, 1.116], [-3.436, -2.614, 0.128], [-5.583, -3.835, 0.793], [-7.550, -2.563, 1.578], [-7.475, -0.005, 1.717]],
  "forces_ev_per_a": [[-0.1911, 0.1843, -0.3078], [-0.3104, 0.0304, -0.1570], [0.3204, -0.1555, 0.0820], [0.2461, -0.0387, 0.4188], [-0.4120, -0.1771, -0.3633], [0.2137, 0.0527, -0.2044], [-0.0453, -0.0691, 0.4644], [-0.1921, -0.1582, 0.0997], [0.7872, -0.0811, 0.0642], [-0.0445, -0.4959, -0.3505], [0.0781, -0.5184, 0.9191], [-0.3647, 0.6392, -0.1784], [-0.3424, -0.0704, -0.4657], [0.3068, -0.1789, -0.1313], [-0.5524, -2.7889, 0.5641], [0.5340, 2.8188, -0.5366], [-0.3646, 0.2245, -0.1569], [0.1734, -0.1138, 0.2484], [-0.0080, 0.4315, -0.1538], [0.6434, -0.5204, -0.1067], [-0.5637, -0.1375, 0.3316], [0.7361, 0.2383, 0.0180], [0.2531, -0.1361, -0.0955], [0.1239, 0.1773, -0.2485], [-0.0717, 0.1976, 0.2196], [-0.3047, 0.0968, -0.2270], [0.0119, -0.1008, -0.0996], [0.2052, -0.0101, -0.1416], [-0.0294, -0.3581, 0.1698], [-0.0492, 0.2225, 0.2421], [0.2098, -0.2596, -0.2062], [-0.0510, 0.1934, 0.1935], [0.0094, -0.3540, 0.1101], [-0.2305, 0.0166, -0.2103], [-0.1362, 0.1232, -0.0152], [0.1220, 0.2295, -0.1926], [0.2686, -0.1445, -0.1511], [0.0356, 0.1955, 0.3566], [0.0189, 0.1219, 0.0734], [0.1658, 0.0168, -0.2981], [-0.3492, -0.1500, 0.0053], [0.2194, -0.1783, 0.0152], [-0.2649, 0.7098, -0.2411], [-0.3645, -0.0150, 0.1622], [0.2750, 0.0123, 0.1179], [-0.0248, -0.2116, -0.0908], [-0.2273, 0.0278, 0.2545], [0.3250, 0.1189, -0.1789], [0.0427, 0.2565, 0.3470], [-0.4389, 0.1676, -0.1809], [0.0639, -0.1176, -0.0033], [-0.0336, -0.3352, 0.0048], [0.1644, 0.0542, 0.2580], [0.1941, 0.0933, -0.2478], [-0.5206, -0.2625, 0.5777], [0.2314, 0.0547, -0.0728], [-0.3116, 0.2215, -0.1352], [0.0013, -0.3569, -0.0146], [-0.0432, 0.0773, -0.1287], [-0.2385, -0.2183, -0.1584], [-0.1279, 0.1350, 0.2157], [0.1393, -0.0897, 0.1122], [0.1358, 0.0000, 0.0440], [0.1407, 0.2015, 0.2493], [-0.2927, -0.0098, -0.0356], [0.2406, 0.2132, -0.1812], [0.5005, -0.2779, 0.1459], [0.0813, -0.1834, 0.0328], [0.1662, 0.1400, -0.2278], [-0.1067, 0.1020, 0.0086], [0.0165, 0.0495, 0.0442], [-0.2309, 1.0080, -0.4366], [-0.1806, -0.5834, 0.3182], [-0.2793, 0.2002, 0.0069], [0.3663, 0.0077, -0.3378], [0.0989, -0.5827, -0.0153], [-0.2909, 0.3539, 0.1724], [0.1511, 0.3870, -0.2613], [-0.0352, -0.1790, 0.1373], [0.2979, -0.1699, -0.1173], [-0.3180, -0.0530, 0.0588], [-0.1316, 0.4185, -0.0030], [-0.0540, -0.2929, 0.0915], [-0.2711, 0.0800, 0.1516], [-0.7302, 0.0990, -0.1117], [-0.0924, -2.1470, -0.3898], [0.2166, 1.1837, -0.1488], [0.1971, 0.5164, 0.4803], [-0.4773, 0.1846, 0.1126], [0.6809, 0.3144, -0.3792], [-0.1353, 1.0140, 0.0119], [-0.2165, -0.6303, -0.1842], [0.4401, 0.0589, 0.5975], [0.2431, -0.3649, -0.0954], [-0.0443, -0.3653, -0.0954], [-0.5559, -0.0615, 0.3021], [0.0127, 0.3408, 0.0158], [0.3166, 0.2323, -0.1072], [0.2294, -0.5426, -0.0496]],
  "lowdin_charge": [-0.338, -0.320, -0.028, -0.035, -0.028, 0.117, 0.121, 0.117, 0.071, 0.974, 1.026, -0.271, 0.085, 0.083, 0.001, 0.069, -0.327, 0.087, -0.676, -0.668, -0.669, -0.702, -0.128, 0.050, 0.094, 0.050, -0.093, 0.074, 0.070, 0.096, -0.074, 0.099, 0.077, 0.068, -0.104, 0.057, 0.089, 0.063, -0.099, 0.045, 0.071, 0.096, -0.080, 0.060, 0.081, 0.083, -0.092, 0.095, 0.059, 0.070, -0.107, 0.071, 0.037, 0.097, -0.093, 0.091, 0.066, 0.083, -0.058, 0.095, 0.073, 0.059, -0.093, 0.072, 0.098, 0.059, -0.095, 0.075, 0.057, 0.093, 1.377, -0.185, -0.465, -0.198, -0.049, -0.040, -0.074, 0.102, -0.078, 0.088, -0.086, 0.105, 0.103, 0.103, 0.123, -0.146, -0.004, -0.271, -0.033, -0.074, -0.067, 0.001, -0.188, 0.169, 0.134, 0.066, 0.109, 0.110, 0.120],
  "e_homo_ha": -0.339,
  "total_energy_ha": -2482.113114,
  "total_charge": 1
}



One value per record, in order, for ΔE to the lowest compared entry with this formula, charge and spin: 41.75 0.00 kcal per mole.
One value per record, in order, for orbital gap: 7.104 6.985 eV.